Record 1
{"formula": "C38H50BiN11O2", "method": "the ωB97M-V functional and the def2-TZVPD basis", "total_charge": 2, "e_tot_ha": -2444.9445, "orbital_gap_ev": 7.73, "symbols": ["Bi", "C", "C", "C", "C", "N", "C", "N", "C", "N", "C", "N", "C", "C", "C", "C", "C", "N", "C", "C", "C", "C", "C", "C", "H", "H", "H", "H", "H", "H", "H", "H", "H", "H", "H", "H", "C", "N", "C", "C", "N", "C", "C", "C", "C", "C", "C", "N", "C", "N", "C", "C", "N", "C", "C", "N", "C", "C", "H", "H", "H", "H", "H", "H", "H", "H", "H", "H", "H", "H", "H", "H", "H", "H", "H", "H", "H", "H", "H", "H", "H", "H", "H", "H", "H", "H", "C", "O", "C", "C", "O", "C", "H", "H", "H", "H", "H", "H", "H", "H", "H", "H"], "positions_angstrom": [[0.00554, -0.52364, 0.42621], [-0.93096, 1.02266, 4.91681], [-1.36576, 2.34246, 5.00041], [-1.74536, 2.99426, 3.84711], [-1.62876, 2.31446, 2.62721], [-1.10196, 1.09086, 2.53751], [-0.80986, 0.45216, 3.66571], [-2.06736, 2.88966, 1.45061], [-2.76896, 0.99786, -0.04899], [-2.01266, -0.19394, -0.41419], [-2.16386, -0.46674, -1.72699], [-1.74236, -1.50924, -2.37529], [-1.11536, -2.55374, -1.82159], [-1.22956, -3.79224, -2.49519], [-0.64346, -4.91384, -1.97439], [0.07864, -4.81394, -0.77659], [0.18354, -3.58804, -0.17429], [-0.39226, -2.48624, -0.68029], [-3.04666, 0.51786, -2.34089], [-3.48376, 0.66676, -3.64579], [-4.41186, 1.66366, -3.90069], [-4.92276, 2.44726, -2.87589], [-4.47906, 2.29826, -1.56869], [-3.50606, 1.35406, -1.32329], [-0.70986, 0.46256, 5.81071], [-1.41806, 2.84536, 5.95491], [-2.11116, 4.00506, 3.88681], [-0.46466, -0.55884, 3.52571], [-1.80296, -3.80664, -3.40769], [-0.74796, -5.86664, -2.46969], [0.52144, -5.68634, -0.32639], [0.71014, -3.44834, 0.75841], [-3.09956, 0.02946, -4.42419], [-4.75716, 1.82856, -4.90719], [-5.67696, 3.18646, -3.09149], [-4.91436, 2.89406, -0.78139], [3.91384, -2.94134, -2.96689], [2.64774, -2.38114, -2.52739], [1.65194, -2.29734, -3.57109], [2.51494, -1.74024, -1.34599], [1.76614, -0.64204, -1.17079], [1.67914, 0.32156, -2.17179], [2.56164, 0.41876, -3.24919], [2.33414, 1.32316, -4.27099], [1.22794, 2.15666, -4.22749], [0.43074, 2.17106, -3.09669], [0.69314, 1.30806, -2.03689], [-0.03686, 1.30346, -0.85219], [-0.70456, 2.34466, -0.37589], [-0.18306, 3.57726, -0.43969], [1.24214, 3.77266, -0.58269], [-0.94986, 4.79016, -0.60089], [-1.87916, 2.14346, 0.29541], [-3.13216, 3.87886, 1.50021], [-3.73686, 0.63626, 1.07051], [3.15234, -2.23214, -0.27209], [3.44964, -1.37974, 0.85471], [3.54994, -3.61424, -0.10959], [4.23414, -2.43304, -3.87999], [3.81944, -4.00424, -3.18929], [4.68514, -2.79104, -2.21919], [1.98374, -1.68334, -4.41149], [0.72604, -1.87704, -3.19139], [1.45524, -3.30464, -3.93849], [3.43004, -0.22054, -3.28279], [3.01274, 1.36966, -5.10889], [1.00464, 2.80696, -5.05979], [-0.41926, 2.83376, -3.03349], [1.78424, 2.91166, -0.19449], [1.50954, 4.66366, -0.01379], [1.53324, 3.92646, -1.62569], [-1.99376, 4.55996, -0.77449], [-0.56286, 5.31996, -1.47359], [-0.84596, 5.43786, 0.26911], [-3.54736, 4.01536, 0.50821], [-2.74666, 4.84136, 1.83421], [-3.93426, 3.56936, 2.17241], [-4.38726, -0.14704, 0.68571], [-4.35796, 1.48296, 1.34041], [-3.20286, 0.25916, 1.93751], [3.29824, -0.34174, 0.57281], [4.49224, -1.52414, 1.14831], [2.80644, -1.61014, 1.70121], [3.07744, -4.23814, -0.86109], [3.23754, -3.96574, 0.87471], [4.63454, -3.72074, -0.16779], [2.40454, 1.03366, 3.56771], [1.99664, -0.29014, 3.30971], [2.01274, -1.14154, 4.44411], [1.87544, -2.59414, 3.96031], [0.79654, -2.77414, 3.05761], [-0.38036, -3.27514, 3.66661], [3.47264, 1.08956, 3.80281], [1.84114, 1.47976, 4.39161], [2.20584, 1.59896, 2.65781], [1.19924, -0.86724, 5.12941], [2.95614, -1.04664, 4.99491], [1.76764, -3.25634, 4.82491], [2.78504, -2.87954, 3.42131], [-0.21356, -4.28664, 4.04861], [-1.14856, -3.28794, 2.89641], [-0.71806, -2.65234, 4.49801]], "lowdin_charge": [1.97, -0.05, -0.03, 0.02, -0.27, 0.04, -0.17, -0.07, -0.40, -0.08, -0.32, 0.17, -0.36, 0.01, -0.03, -0.04, -0.16, -0.07, -0.10, 0.02, -0.05, -0.04, -0.01, -0.10, 0.11, 0.12, 0.11, 0.07, 0.13, 0.12, 0.12, 0.09, 0.12, 0.11, 0.12, 0.11, -0.02, -0.13, -0.02, -0.38, -0.03, -0.24, -0.03, -0.06, -0.06, -0.03, -0.25, -0.05, -0.33, -0.11, -0.01, -0.01, 0.05, -0.03, 0.03, -0.12, -0.04, -0.03, 0.10, 0.11, 0.09, 0.10, 0.08, 0.11, 0.11, 0.12, 0.11, 0.12, 0.10, 0.11, 0.10, 0.08, 0.11, 0.10, 0.07, 0.09, 0.10, 0.11, 0.08, 0.07, 0.09, 0.11, 0.05, 0.09, 0.10, 0.10, -0.09, -0.29, -0.18, -0.18, -0.27, -0.09, 0.10, 0.09, 0.08, 0.11, 0.14, 0.14, 0.12, 0.10, 0.09, 0.09]}

Record 2
{"formula": "C38H50CsN3O2PS4Si3", "method": "the ωB97M-V functional and the def2-TZVPD basis", "s2": 0.79, "total_charge": -2, "multiplicity": 2, "e_tot_ha": -4615.7358, "orbital_gap_ev": [3.83, 5.56], "symbols": ["Cs", "C", "C", "O", "P", "S", "S", "O", "C", "C", "H", "H", "H", "H", "H", "H", "H", "H", "H", "H", "S", "C", "C", "C", "C", "C", "C", "N", "C", "C", "C", "C", "C", "C", "C", "C", "N", "C", "C", "C", "C", "C", "S", "C", "H", "H", "H", "H", "H", "H", "H", "H", "H", "H", "H", "H", "C", "Si", "C", "C", "C", "Si", "C", "C", "C", "Si", "C", "C", "C", "C", "C", "C", "C", "N", "H", "H", "H", "H", "H", "H", "H", "H", "H", "H", "H", "H", "H", "H", "H", "H", "H", "H", "H", "H", "H", "H", "H", "H", "H", "H", "H", "H"], "positions_angstrom": [[-0.20135, -0.15994, -0.07183], [0.08160, 2.35833, 4.81285], [0.33514, 0.97354, 5.37408], [-0.89308, 0.34848, 5.73616], [-1.30304, -1.03494, 4.88677], [-2.22773, -1.75218, 1.90929], [-2.03840, -0.09108, 3.14359], [-2.62806, -1.40930, 5.76498], [-3.68411, -0.49037, 6.03972], [-3.61167, -0.00430, 7.47502], [1.02893, 2.85159, 4.58202], [-0.46454, 2.96751, 5.53543], [-0.50800, 2.28948, 3.89860], [0.95526, 1.02891, 6.27454], [0.87443, 0.36567, 4.63956], [-4.61846, -1.02819, 5.86140], [-3.64398, 0.34487, 5.33801], [-3.64898, -0.84694, 8.16815], [-4.45553, 0.65807, 7.68533], [-2.68313, 0.54120, 7.63845], [3.44181, 2.66657, -4.46829], [4.18728, 3.09907, -5.95808], [3.31908, 3.76574, -6.76640], [2.03136, 3.92082, -6.19185], [1.91695, 3.36106, -4.93450], [0.76268, 3.31486, -4.07280], [0.73337, 2.51424, -2.91288], [-0.27957, 2.37125, -2.09882], [-1.43593, 3.07516, -2.36511], [-1.50839, 3.93696, -3.50425], [-2.72898, 4.67568, -3.73020], [-3.78146, 4.56348, -2.89881], [-3.73618, 3.69573, -1.75125], [-4.80377, 3.56404, -0.88193], [-4.72432, 2.70471, 0.21555], [-3.51825, 1.98579, 0.35557], [-2.48237, 2.08347, -0.43827], [-2.54646, 2.94152, -1.50651], [-5.81278, 2.55971, 1.17199], [-6.90485, 3.37352, 1.35342], [-7.77255, 2.93051, 2.38555], [-7.33571, 1.78649, 2.97992], [-5.86411, 1.23956, 2.29074], [-0.42039, 4.04244, -4.34529], [5.21418, 2.83385, -6.14915], [3.58618, 4.12677, -7.75099], [1.20469, 4.40173, -6.69469], [1.61928, 1.93127, -2.66048], [-2.77450, 5.33174, -4.59368], [-4.69084, 5.12846, -3.07849], [-5.71030, 4.12937, -1.07468], [-3.40974, 1.28879, 1.18541], [-7.06742, 4.27466, 0.77894], [-8.67762, 3.44586, 2.67770], [-7.78905, 1.23935, 3.79051], [-0.47850, 4.70371, -5.20315], [1.33123, -3.69789, 2.91131], [2.49690, -2.65251, 1.86034], [4.25328, -3.22388, 2.34398], [2.37078, -0.93475, 2.66473], [2.16545, -2.71583, 0.08186], [1.40027, -4.23719, -0.53874], [-0.40101, -4.51179, -0.04279], [2.31709, -5.83253, -0.03436], [1.36087, -4.37691, -2.43374], [3.31841, -1.91088, -1.01915], [4.01257, -0.25198, -0.41351], [4.88472, -2.89564, -1.47651], [2.57571, -1.42925, -2.73128], [3.31044, -1.51504, -3.91848], [2.75418, -1.10964, -5.11936], [1.45881, -0.61936, -5.12203], [0.78824, -0.56094, -3.91116], [1.31753, -0.94859, -2.75297], [1.62877, -3.63479, 3.96297], [1.33084, -4.75196, 2.62513], [0.30737, -3.32125, 2.83542], [4.41023, -3.21023, 3.42755], [5.01615, -2.58695, 1.88409], [4.42022, -4.24437, 1.98492], [2.65210, -1.00834, 3.72068], [1.33927, -0.56988, 2.63444], [3.01604, -0.18939, 2.19498], [-0.53737, -4.54349, 1.03871], [-0.77761, -5.44908, -0.46658], [-1.03111, -3.69699, -0.41123], [2.40283, -5.92560, 1.05099], [3.33314, -5.81488, -0.44198], [1.81290, -6.72860, -0.41241], [0.74394, -3.59652, -2.88382], [0.93057, -5.34720, -2.70348], [2.35506, -4.31660, -2.88567], [4.60365, -0.37789, 0.49762], [3.21763, 0.46707, -0.19731], [4.65822, 0.18665, -1.18022], [5.37190, -3.20746, -0.54846], [5.61115, -2.32227, -2.06181], [4.63319, -3.80459, -2.03128], [4.32084, -1.90316, -3.89271], [3.32454, -1.16321, -6.03996], [0.98369, -0.26972, -6.02932], [-0.22173, -0.16308, -3.86630]], "mulliken_spin": [0.00, 0.00, 0.00, 0.00, 0.00, 0.00, 0.00, 0.00, 0.00, 0.00, 0.00, 0.00, 0.00, 0.00, 0.00, 0.00, 0.00, 0.00, 0.00, 0.00, 0.03, 0.09, -0.05, 0.14, -0.07, 0.04, -0.03, 0.12, 0.15, 0.00, 0.00, -0.05, 0.07, 0.00, 0.08, -0.03, 0.10, 0.09, -0.04, 0.07, -0.03, 0.05, 0.02, 0.17, 0.01, 0.00, 0.03, -0.01, 0.00, 0.00, 0.02, -0.01, 0.01, 0.00, 0.00, 0.04, 0.00, 0.00, 0.00, 0.00, 0.00, 0.00, 0.00, 0.00, 0.00, 0.00, 0.00, 0.00, 0.00, 0.00, -0.01, 0.00, 0.00, 0.01, 0.00, 0.00, 0.00, 0.00, 0.00, 0.00, 0.00, 0.00, 0.00, 0.00, 0.00, 0.00, 0.00, 0.00, 0.00, 0.00, 0.00, 0.00, 0.00, 0.00, 0.00, 0.00, 0.00, 0.00, 0.00, 0.00, 0.00, 0.00]}